Entry 1:
C27H80O13 | ωB97M-V/def2-TZVPD

Geometry as XYZ:
```
120
C27H80O13, DFT ωB97M-V/def2-TZVPD
C -0.800 -0.276 -0.391
C 0.313 0.333 0.465
C 1.630 -0.407 0.337
O 0.534 1.586 -0.172
H -0.559 -0.147 -1.446
H -1.738 0.260 -0.244
H -0.959 -1.323 -0.133
H 0.014 0.394 1.512
H 1.532 -1.320 0.925
H 2.446 0.198 0.732
H 1.972 -0.670 -0.664
H 0.931 1.394 -1.024
C -5.423 -1.319 -2.281
C -5.965 -0.871 -0.953
C -4.957 -0.945 0.195
O -6.241 0.508 -1.030
H -4.967 -2.300 -2.145
H -4.613 -0.730 -2.711
H -6.197 -1.354 -3.048
H -6.871 -1.430 -0.721
H -4.050 -0.425 -0.114
H -4.652 -1.981 0.339
H -5.325 -0.641 1.175
H -5.432 0.983 -1.233
C 3.835 -1.109 -3.282
C 2.590 -1.850 -3.776
C 2.211 -3.063 -2.920
O 1.480 -0.981 -3.814
H 4.065 -0.144 -3.734
H 4.712 -1.706 -3.531
H 3.763 -0.889 -2.217
H 2.686 -2.195 -4.806
H 2.956 -3.855 -2.997
H 1.296 -3.530 -3.284
H 2.103 -2.793 -1.870
H 0.790 -1.566 -4.136
C -1.828 -0.878 4.678
C -2.947 0.041 4.202
C -2.669 0.608 2.819
O -4.128 -0.754 4.173
H -0.892 -0.345 4.844
H -1.586 -1.679 3.979
H -2.152 -1.311 5.624
H -3.114 0.926 4.817
H -2.525 -0.133 2.033
H -1.845 1.317 2.739
H -3.549 1.164 2.498
H -4.844 -0.116 4.221
C -1.743 -4.321 -1.268
C -1.208 -4.955 0.021
C -0.524 -3.873 0.855
O -2.299 -5.416 0.732
H -0.928 -3.790 -1.760
H -2.524 -3.582 -1.086
H -2.095 -5.068 -1.980
H -0.487 -5.743 -0.195
H 0.289 -3.365 0.336
H -0.097 -4.414 1.699
H -1.206 -3.148 1.299
H -2.152 -5.569 1.668
C -0.643 4.732 -0.692
C -1.825 4.284 0.098
C -3.188 4.971 -0.324
O -1.908 2.922 -0.104
H -0.377 5.779 -0.547
H -0.699 4.620 -1.774
H 0.231 4.113 -0.489
H -1.551 4.420 1.144
H -4.056 4.631 0.240
H -3.381 4.858 -1.391
H -3.095 6.026 -0.065
H -1.036 2.530 -0.008
C 4.735 1.150 2.213
C 5.792 1.141 3.339
C 6.530 2.473 3.420
O 5.118 0.836 4.517
H 4.243 0.194 2.036
H 5.187 1.491 1.282
H 3.938 1.880 2.354
H 6.445 0.298 3.115
H 6.911 2.742 2.435
H 7.437 2.360 4.014
H 5.876 3.220 3.870
H 5.747 0.652 5.218
C 1.324 2.468 -3.846
O 1.629 1.583 -2.771
H 0.244 2.610 -3.799
H 1.723 3.467 -3.669
H 1.509 2.089 -4.851
H 1.537 0.705 -3.148
C 3.330 -4.453 2.018
O 3.501 -3.071 2.209
H 3.545 -4.672 0.972
H 3.935 -4.893 2.810
H 2.300 -4.730 2.243
H 2.902 -2.771 2.896
C 3.182 3.429 -0.238
O 4.216 4.390 -0.216
H 2.534 3.768 -1.046
H 3.603 2.476 -0.559
H 2.717 3.431 0.747
H 4.697 4.406 -1.046
C -3.380 2.006 -3.178
O -3.890 1.882 -1.834
H -3.117 3.055 -3.313
H -2.541 1.321 -3.298
H -4.152 1.770 -3.911
H -3.240 2.239 -1.224
C 1.631 1.144 4.123
O 2.425 -0.021 3.905
H 0.599 0.813 4.013
H 1.820 1.520 5.129
H 1.733 1.905 3.349
H 3.316 0.139 4.226
C -2.177 -1.655 -3.956
O -1.068 -2.475 -4.321
H -1.938 -0.609 -4.147
H -3.021 -1.940 -4.584
H -2.448 -1.784 -2.908
H -1.465 -3.294 -4.628
```

=====

Entry 2:
C27H85N27O14SSi | ωB97M-V/def2-TZVPD

Geometry as XYZ:
```
155
C27H85N27O14SSi, DFT ωB97M-V/def2-TZVPD
C -1.911 0.412 2.124
O -3.031 -0.464 2.199
C -3.006 -1.493 1.207
C -4.233 -1.383 0.244
C -3.835 -1.019 -1.214
C -3.624 0.521 -1.411
C -3.212 0.785 -2.904
C -1.685 0.493 -3.174
C -0.846 1.782 -3.372
C 0.304 1.658 -4.416
C 1.298 0.470 -4.210
C 2.654 0.903 -3.519
C 3.271 -0.329 -2.781
C 3.986 -0.009 -1.430
Si 2.835 0.603 -0.036
S 0.819 0.049 -0.578
C 3.303 -0.079 1.671
N 2.195 0.303 2.623
H -1.448 0.435 1.123
H -1.121 0.120 2.847
H -2.205 1.457 2.357
H -2.054 -1.568 0.654
H -3.124 -2.454 1.757
H -4.737 -2.369 0.227
H -4.956 -0.653 0.662
H -4.611 -1.335 -1.939
H -2.887 -1.506 -1.520
H -2.858 0.880 -0.697
H -4.601 1.019 -1.236
H -3.752 0.008 -3.485
H -3.464 1.811 -3.235
H -1.348 -0.119 -2.311
H -1.575 -0.156 -4.071
H -0.391 2.129 -2.422
H -1.513 2.596 -3.726
H -0.174 1.517 -5.411
H 0.892 2.593 -4.493
H 1.591 0.125 -5.227
H 0.837 -0.391 -3.703
H 3.337 1.273 -4.300
H 2.394 1.751 -2.858
H 4.053 -0.734 -3.461
H 2.560 -1.162 -2.641
H 4.399 -0.974 -1.047
H 4.878 0.640 -1.560
H 2.905 2.080 -0.041
H 0.956 -1.233 -1.051
H 4.219 0.409 2.071
H 3.356 -1.186 1.711
H 2.585 0.577 3.523
H 1.737 1.149 2.280
C 0.484 4.118 2.452
O 1.379 3.398 2.019
N -0.819 3.896 2.159
N 0.714 5.188 3.261
H -1.575 4.463 2.505
H -1.026 3.114 1.565
H 1.666 5.385 3.502
H -0.018 5.776 3.620
C -6.361 -3.822 3.082
O -5.623 -4.734 3.432
N -7.687 -4.012 2.831
N -5.913 -2.549 2.913
H -8.309 -3.282 2.542
H -8.047 -4.941 2.945
H -4.937 -2.379 3.087
H -6.494 -1.785 2.627
C 5.661 -3.794 -0.409
O 5.693 -2.728 -1.015
N 4.682 -4.085 0.488
N 6.600 -4.766 -0.581
H 4.634 -4.945 1.002
H 3.977 -3.388 0.641
H 7.338 -4.582 -1.234
H 6.591 -5.641 -0.092
C -0.800 -2.837 -5.256
O -1.756 -2.319 -4.701
N -0.814 -3.177 -6.577
N 0.361 -3.118 -4.599
H -0.041 -3.602 -7.052
H -1.654 -2.984 -7.090
H 0.403 -2.880 -3.625
H 1.159 -3.540 -5.031
C -3.355 -5.642 0.195
O -3.291 -4.996 -0.842
N -2.608 -6.767 0.402
N -4.170 -5.295 1.227
H -2.642 -7.312 1.242
H -1.996 -7.052 -0.339
H -4.731 -4.475 1.110
H -4.238 -5.805 2.086
C 7.709 -1.624 -4.947
O 7.662 -0.928 -5.952
N 8.520 -2.720 -4.859
N 6.959 -1.371 -3.840
H 8.576 -3.307 -4.050
H 9.095 -2.935 -5.658
H 6.351 -0.574 -3.872
H 6.979 -1.932 -3.005
C 4.467 -3.771 4.022
O 5.280 -4.667 4.201
N 3.134 -4.014 3.854
N 4.818 -2.457 3.971
H 2.450 -3.294 3.707
H 2.835 -4.970 3.887
H 5.788 -2.235 4.089
H 4.160 -1.713 3.822
C -3.516 6.441 4.191
O -2.588 5.749 3.782
N -4.805 6.160 3.887
N -3.323 7.534 4.982
H -5.586 6.699 4.211
H -4.975 5.354 3.302
H -2.378 7.765 5.224
H -4.071 8.112 5.328
C 9.157 -4.973 -8.020
O 10.082 -4.735 -7.255
N 9.299 -5.774 -9.115
N 7.913 -4.455 -7.834
H 8.557 -5.981 -9.754
H 10.206 -6.169 -9.278
H 7.782 -3.861 -7.034
H 7.135 -4.629 -8.440
C -5.791 2.552 2.604
O -5.924 3.633 2.042
N -6.720 2.063 3.474
N -4.707 1.755 2.403
H -6.633 1.183 3.945
H -7.532 2.626 3.643
H -4.007 2.087 1.764
H -4.573 0.867 2.849
C 3.863 1.791 6.273
O 2.929 1.110 5.879
N 4.480 1.566 7.467
N 4.361 2.831 5.545
H 5.247 2.112 7.810
H 4.136 0.807 8.025
H 3.925 3.021 4.660
H 5.125 3.405 5.844
C -4.352 2.889 -6.141
O -4.226 3.293 -4.997
N -4.991 3.610 -7.107
N -3.863 1.681 -6.543
H -5.106 3.298 -8.052
H -5.362 4.503 -6.841
H -3.387 1.126 -5.853
H -3.952 1.326 -7.475
C -5.080 7.960 8.503
O -5.799 8.428 7.630
N -5.202 8.306 9.815
N -4.101 7.057 8.225
H -4.625 7.936 10.545
H -5.916 8.971 10.049
H -3.996 6.789 7.263
H -3.493 6.656 8.913
```

=====

Entry 3:
147
Properties=species:S:1:pos:R:3 method="wB97M-V/def2-TZVPD" total_charge=+1
C 3.437 0.361 -2.425
O 4.389 -0.659 -2.196
C 4.527 -1.042 -0.874
N 3.284 -0.991 -0.180
C 3.080 -0.445 0.976
N 4.078 -0.006 1.622
C 3.855 0.961 2.708
C 2.573 0.780 3.345
C 1.581 0.762 2.291
C 1.559 2.048 1.564
N 1.899 -0.400 1.433
H 3.665 0.837 -3.307
H 3.446 1.080 -1.669
H 2.487 -0.042 -2.538
H 4.865 -2.030 -0.870
H 5.231 -0.434 -0.390
H 2.520 -1.461 -0.624
H 4.692 -0.756 1.898
H 4.000 1.926 2.363
H 4.606 0.803 3.402
H 2.525 -0.098 3.912
H 2.379 1.593 3.957
H 0.658 0.646 2.745
H 0.606 2.397 1.377
H 2.069 2.018 0.640
H 2.015 2.780 2.136
H 1.275 -0.416 0.648
C 5.268 -3.862 1.637
O 5.762 -2.551 1.974
H 4.600 -4.163 2.435
H 4.717 -3.855 0.693
H 6.084 -4.579 1.568
H 6.371 -2.282 1.277
C -0.942 0.371 5.922
O 0.122 1.201 5.426
H -0.930 -0.557 5.360
H -0.807 0.150 6.982
H -1.900 0.872 5.777
H 0.103 2.019 5.932
C -0.102 -2.598 -1.574
O 1.276 -2.560 -2.016
H -0.129 -2.227 -0.553
H -0.739 -1.973 -2.188
H -0.477 -3.623 -1.585
H 1.327 -2.897 -2.915
C -3.548 -2.147 -0.348
O -2.751 -1.233 -1.117
H -3.436 -3.141 -0.773
H -3.207 -2.162 0.691
H -4.598 -1.871 -0.377
H -2.872 -0.364 -0.730
C -2.869 1.460 2.767
O -1.952 0.901 1.800
H -3.333 2.331 2.322
H -3.646 0.740 3.026
H -2.325 1.761 3.664
H -1.555 0.121 2.200
C 1.837 3.050 -4.580
O 2.025 3.291 -3.178
H 1.744 1.976 -4.715
H 0.933 3.523 -4.960
H 2.695 3.405 -5.155
H 2.113 4.241 -3.049
C -2.668 0.670 -5.450
O -3.614 -0.360 -5.152
H -3.042 1.231 -6.299
H -2.562 1.344 -4.596
H -1.693 0.244 -5.705
H -3.284 -0.847 -4.392
C 7.096 1.407 0.290
O 7.571 2.697 0.625
H 6.435 1.073 1.085
H 6.534 1.428 -0.652
H 7.928 0.700 0.198
H 8.163 2.981 -0.082
C -7.336 -3.826 0.914
O -6.027 -3.773 0.343
H -7.241 -3.431 1.921
H -8.054 -3.216 0.362
H -7.697 -4.855 0.964
H -6.076 -4.123 -0.553
C 6.238 -1.134 5.086
O 5.807 -0.772 6.395
H 7.147 -1.715 5.191
H 5.490 -1.741 4.568
H 6.460 -0.243 4.486
H 5.000 -0.254 6.325
C -2.420 -6.011 0.070
O -1.595 -6.062 -1.097
H -3.377 -5.578 -0.201
H -2.588 -7.012 0.473
H -1.957 -5.387 0.839
H -0.756 -6.451 -0.830
C -6.648 0.930 4.306
O -5.807 -0.077 3.742
H -6.145 1.885 4.176
H -7.615 0.962 3.798
H -6.813 0.760 5.372
H -6.263 -0.923 3.854
C -5.443 4.134 2.042
O -5.267 4.218 3.458
H -5.507 3.081 1.784
H -6.370 4.629 1.748
H -4.596 4.582 1.514
H -5.215 5.147 3.700
C -1.294 3.750 -7.510
O -1.102 4.024 -6.111
H -1.365 2.675 -7.626
H -2.216 4.210 -7.866
H -0.449 4.120 -8.095
H -1.049 4.981 -6.021
C -6.532 -5.435 4.611
O -6.226 -4.036 4.699
H -6.917 -5.743 5.576
H -7.289 -5.632 3.850
H -5.631 -6.010 4.389
H -5.880 -3.744 3.846
C 6.624 -3.499 -3.130
O 5.230 -3.221 -3.206
H 6.759 -4.547 -3.373
H 7.196 -2.900 -3.843
H 7.022 -3.324 -2.123
H 5.091 -2.290 -2.992
C -1.108 3.032 -0.958
O -1.922 3.258 -2.110
H -1.785 2.936 -0.112
H -0.534 2.104 -1.057
H -0.423 3.861 -0.775
H -1.358 3.341 -2.887
C -6.191 2.404 -1.473
O -5.522 3.292 -2.366
H -7.257 2.586 -1.560
H -5.976 1.367 -1.747
H -5.883 2.570 -0.436
H -4.574 3.127 -2.302
C 11.078 1.574 -0.021
O 10.244 1.754 -1.172
H 10.421 1.513 0.841
H 11.659 0.652 -0.090
H 11.758 2.415 0.116
H 10.813 1.812 -1.946
C -6.542 2.543 -5.432
O -5.673 1.871 -6.349
H -7.046 3.347 -5.959
H -7.295 1.848 -5.043
H -5.964 2.949 -4.602
H -5.248 1.170 -5.839

=====

Number 1: E_HOMO -9.09 eV, frontier orbital gap 9.52 eV. Number 2: E_HOMO -8.54 eV, frontier orbital gap 8.91 eV. Number 3: E_HOMO -10.83 eV, frontier orbital gap 8.89 eV.